1.
Below is an isolated ion of composition C7H10N and charge +1 at a distorted geometry, with properties calculated with ωB97M-V/def2-TZVPD.

Results
ΔE to the lowest compared entry with this formula, charge and spin: 769.47 kJ/mol
Lowest unoccupied orbital energy: -5.77 eV

Structure (ORCA input):
```
! RIJCOSX wB97M-V def2-TZVPD def2/J DEFGRID3
* xyz 1 1
H -3.19 1.09 -0.42
C 3.13 -0.77 0.09
C 2.56 0.37 -0.03
C 0.12 -0.32 0.14
C -2.24 0.92 0.15
H -0.13 -2.14 0.90
H -1.78 -0.93 -1.00
H 1.79 2.07 -1.23
H -2.38 1.15 1.19
N 1.06 0.54 -0.11
C 1.85 1.65 -0.24
H 1.79 2.28 0.64
H 0.30 -2.28 -0.83
C 0.51 -1.77 0.14
H -1.32 1.61 -0.28
H 1.56 -1.85 0.15
H -1.93 -1.12 0.76
C -1.69 -0.49 -0.01
*
```


2.
Below is C23H39IrNP2Si as an isolated structure at a distorted geometry, with properties calculated with ωB97M-V/def2-TZVPD.

Results
Expectation value of S²: 0.754
ΔE to the lowest compared entry with this formula, charge and spin: 0.00 kJ/mol
Lowest unoccupied orbital energy (alpha / beta): -7.40 / -8.17 eV

Structure (ORCA input):
```
! RIJCOSX wB97M-V def2-TZVPD def2/J DEFGRID3
* xyz 2 2
N -0.57 -1.96 -0.77
H -0.30 -0.39 -3.44
C 2.83 2.72 0.81
H 1.60 5.88 0.86
H 0.49 -6.38 -0.11
H -1.06 1.59 1.57
H 3.33 0.86 -2.06
C -3.06 -0.91 -1.82
C -2.13 2.79 -1.00
H -0.50 -4.57 -1.41
H 3.69 2.17 1.17
H -2.72 0.01 -1.35
H -2.47 -1.95 1.06
C 1.82 2.10 0.08
H -3.76 -1.38 -1.13
C -2.35 -3.74 -2.66
C 0.65 4.21 -0.09
C -2.86 -1.39 1.92
H -2.34 -1.75 2.81
H -0.19 4.79 -0.43
H 0.64 -1.77 1.62
H -3.26 0.48 0.92
H -2.59 0.57 3.90
H -3.09 -3.57 -3.44
C 0.73 2.85 -0.36
C 0.02 -3.03 -0.02
C 2.75 4.08 1.08
H 1.86 0.08 -2.70
P 1.83 0.32 -0.27
C 1.20 -3.80 1.95
C 1.66 4.82 0.63
H -4.21 0.59 3.20
H -1.23 -1.39 -4.57
H -3.61 -0.63 -2.72
H 1.59 -5.92 2.06
H 3.97 -0.03 0.67
H -3.91 -1.62 2.03
C -1.20 0.50 1.56
C -0.03 -4.34 -0.47
H 1.66 -3.59 2.91
H -2.93 2.22 -1.47
C -2.66 0.12 1.77
C 2.98 -0.45 0.87
H 2.70 -0.27 1.91
H -0.55 0.05 2.32
H -2.85 -4.23 -1.83
H -2.34 2.88 0.06
C 2.59 0.07 -1.90
H -1.60 -4.43 -3.07
H -2.10 3.78 -1.47
H -0.15 3.39 -3.09
H 3.09 -0.90 -1.92
H 0.24 -2.03 -3.84
C -3.16 0.86 3.02
H 3.01 -1.52 0.69
C -0.64 -1.41 -3.65
H 3.53 4.56 1.66
C 1.16 -5.11 1.48
H -0.97 1.92 -3.67
C -0.19 2.30 -3.02
C 0.64 -2.78 1.21
H 0.77 1.89 -3.34
P -0.55 1.95 -1.28
C 0.54 -5.37 0.27
H -3.11 1.94 2.90
Si -1.65 -2.09 -2.24
Ir -0.37 -0.14 -0.22
*
```


3.
Below is CHNO5S as an isolated structure at a distorted geometry, with properties calculated with ωB97M-V/def2-TZVPD.

Results
ΔE to the lowest compared entry with this formula, charge and spin: 0.00 kJ/mol
Lowest unoccupied orbital energy: 0.42 eV

Structure (ORCA input):
```
! RIJCOSX wB97M-V def2-TZVPD def2/J DEFGRID3
* xyz 0 1
O -1.12 -0.89 0.59
O 0.12 2.28 -0.12
S -2.42 -0.05 -0.10
O -3.58 -0.50 0.54
N -0.11 0.13 0.66
O -1.85 1.42 0.34
O -2.29 -0.01 -1.50
C -0.56 1.38 0.18
H 0.76 -0.36 0.61
*
```


4.
Below is C39H31N4O7PS2Sn as an isolated structure at a distorted geometry, with properties calculated with ωB97M-V/def2-TZVPD.

Results
ΔE to the lowest compared entry with this formula, charge and spin: 378.92 kJ/mol
Lowest unoccupied orbital energy (alpha / beta): -3.15 / -3.61 eV

Structure (ORCA input):
```
! RIJCOSX wB97M-V def2-TZVPD def2/J DEFGRID3
* xyz 0 1
H 1.79 8.37 2.69
N -6.18 -4.99 2.24
H 2.43 -3.12 1.76
H 5.28 4.21 -1.19
H -3.91 -1.83 -5.66
C 0.34 6.14 0.62
C 5.11 2.21 -0.39
C 0.57 -0.84 5.71
H 4.57 0.38 0.49
H 0.41 -0.41 6.69
C 2.91 1.63 0.48
C -3.88 -5.08 1.48
H 2.29 4.05 2.50
C -2.78 -4.38 0.99
C 1.48 7.37 2.33
C -2.08 0.48 -3.89
C 3.33 3.88 -0.35
C -4.50 -1.05 -3.74
H -1.01 0.25 4.64
C -2.72 -3.00 0.78
C 3.51 -2.91 -4.90
O -7.03 -4.41 2.97
H -3.98 -6.17 1.53
C -2.50 -0.38 -4.93
H 2.75 6.37 3.63
Sn -0.61 -0.60 0.35
C 0.23 -0.97 3.31
H 2.08 -2.12 6.46
N 2.19 -2.06 -0.25
C -4.94 -4.34 1.91
P 0.72 3.29 0.41
C 1.59 -1.71 5.61
H -5.76 -2.36 2.25
C 4.25 1.36 0.26
C 2.79 -1.75 -4.98
H 2.76 -3.06 4.39
C -2.97 0.56 -2.78
H 2.67 -1.27 -5.96
H 3.71 -3.52 -5.80
H -1.93 -4.95 0.61
H 2.23 0.92 0.95
C -4.06 -0.78 0.95
C 2.05 6.23 2.80
N -2.84 1.54 -1.78
C 1.72 -2.28 1.96
C 2.17 -1.17 -3.86
C 3.68 -2.55 -2.54
H 0.21 8.22 0.78
H 4.86 -4.02 -3.57
C -4.88 -2.88 1.88
H -4.87 -0.11 -1.90
S -0.23 2.22 1.83
C -0.05 -0.31 4.57
H -1.84 -0.42 -5.75
C 2.03 -2.26 4.36
H 6.08 1.91 -0.76
C 0.64 7.33 1.19
O -3.20 -0.02 0.47
O 0.76 -0.72 -1.51
O 1.17 -0.29 -3.83
H -1.91 1.92 -1.64
N 1.40 -1.75 0.75
C 1.75 4.97 2.25
H -3.25 1.11 -0.96
C -3.88 -2.18 1.21
S 0.07 3.33 -1.48
C -4.12 -0.24 -2.71
C 0.90 4.94 1.16
H 4.21 -2.85 -1.65
H 2.92 4.85 -0.49
O -0.79 -1.04 2.49
H -0.20 6.11 -0.29
H -5.05 -0.35 1.20
C 4.08 -3.28 -3.68
C 1.37 -1.81 3.20
H -1.17 1.04 -3.94
C 2.55 -1.76 -2.56
O -1.71 -2.50 0.11
H -5.39 -1.69 -3.63
C -3.65 -1.18 -4.88
C 2.46 2.88 0.17
H 0.87 -0.30 -2.72
O -6.43 -6.02 1.61
C 4.63 3.52 -0.67
C 1.76 -1.53 -1.39
*
```


5.
Below is C11H23FNO2P2Pb as an isolated structure at a distorted geometry, with properties calculated with ωB97M-V/def2-TZVPD.

Results
Lowest unoccupied orbital energy (alpha / beta): -15.16 / -15.16 eV

Structure (ORCA input):
```
! RIJCOSX wB97M-V def2-TZVPD def2/J DEFGRID3
* xyz 3 1
Pb -0.01 0.17 1.02
H 3.93 -1.23 1.34
C -0.71 1.94 -3.86
C -3.66 -1.03 -0.50
C -2.17 0.65 -2.28
H -4.58 -0.69 -0.99
P -2.34 0.24 -0.50
C 0.54 2.40 -4.27
H 2.73 -2.70 -0.92
H -3.46 1.65 1.16
H -2.95 1.41 -2.50
H 2.03 -1.76 -2.29
H 3.55 0.87 -2.07
H 0.67 2.94 -5.21
H -0.07 -2.62 -0.74
C 2.77 -1.75 -1.47
O -0.34 -3.35 -1.32
C 2.67 1.07 -1.44
H -3.27 -1.92 -1.01
H -1.77 -2.37 -4.52
O -2.17 -2.51 -3.63
N 0.23 1.03 -1.85
H -1.42 -2.68 -3.05
C 1.63 2.10 -3.47
H -2.58 2.64 -0.05
F 0.31 1.89 2.21
H -1.58 2.03 -4.51
C -0.82 1.24 -2.65
H -2.31 -0.26 -2.84
H 2.90 1.95 -0.82
P 2.43 -0.38 -0.33
H 3.77 -1.63 -1.91
H 4.82 -0.27 0.12
H 3.88 0.57 1.39
C 1.45 1.38 -2.29
H 2.63 2.47 -3.70
H 0.49 -3.84 -1.40
C -3.22 1.75 0.09
C 3.91 -0.31 0.73
H -3.88 -1.28 0.55
H -4.16 1.87 -0.48
*
```


6.
Below is C28H25BiF5NO as an isolated structure at a distorted geometry, with properties calculated with ωB97M-V/def2-TZVPD.

Results
Lowest unoccupied orbital energy (alpha / beta): -2.69 / -2.68 eV

Structure (ORCA input):
```
! RIJCOSX wB97M-V def2-TZVPD def2/J DEFGRID3
* xyz 0 1
H -0.52 -2.93 -1.07
O 2.02 -0.49 -3.49
C -1.99 -1.29 -0.67
C -4.05 -2.16 -4.02
C -1.95 -3.83 -3.29
C 4.06 -1.22 1.18
C -1.77 2.49 -0.72
C -1.36 2.51 0.65
C 4.60 -0.88 3.51
H -4.89 -1.53 -4.33
C -1.90 1.80 -3.68
C 2.72 -0.80 1.34
C -1.39 -0.95 1.50
H -5.32 -3.59 -2.99
C -1.67 -2.65 -4.00
H 0.06 3.75 -3.74
H 0.18 2.44 -4.91
C 0.78 -0.35 -3.75
H 1.43 2.59 -3.61
H -1.44 -0.61 2.53
C 2.40 -0.36 2.63
C 4.98 -1.28 2.23
F 1.14 0.08 2.92
C -2.74 -1.81 -4.37
C -0.02 0.41 -2.72
C -0.60 2.37 -1.53
H -2.54 -0.92 -4.98
H -1.72 1.51 -4.73
C -0.82 -2.09 -0.43
H -0.83 -0.22 -2.32
H -2.36 2.79 -3.71
H 0.39 -2.66 -3.55
H 0.04 -2.66 1.57
Bi 1.59 -1.09 -0.60
H -2.02 2.58 1.51
H -1.12 -4.51 -3.09
F 2.93 0.06 4.93
C 3.31 -0.37 3.70
H -2.79 2.52 -1.10
F 6.21 -1.79 2.00
H 0.44 -0.89 -5.69
C 0.51 2.28 -0.64
H -3.04 0.21 0.55
H 0.67 2.18 1.59
F 4.51 -1.60 -0.07
H -3.41 -5.05 -2.30
H -2.62 1.09 -3.25
C -4.30 -3.33 -3.29
C -0.55 1.85 -2.96
C -2.27 -0.55 0.49
C 0.37 2.70 -3.85
C -0.47 -1.90 0.97
H -2.59 -1.32 -1.58
H 1.55 2.06 -0.92
N 0.05 -0.99 -4.74
C 0.05 2.35 0.69
H 0.05 -3.05 -5.28
H 0.74 0.51 -1.90
C -0.24 -2.42 -4.43
F 5.43 -1.05 4.56
C -3.24 -4.15 -2.90
*
```


Please write out number 6 again, unchanged.
Below is C28H25BiF5NO as an isolated structure at a distorted geometry, with properties calculated with ωB97M-V/def2-TZVPD.

Results
Lowest unoccupied orbital energy (alpha / beta): -2.69 / -2.68 eV

Structure (ORCA input):
```
! RIJCOSX wB97M-V def2-TZVPD def2/J DEFGRID3
* xyz 0 1
H -0.52 -2.93 -1.07
O 2.02 -0.49 -3.49
C -1.99 -1.29 -0.67
C -4.05 -2.16 -4.02
C -1.95 -3.83 -3.29
C 4.06 -1.22 1.18
C -1.77 2.49 -0.72
C -1.36 2.51 0.65
C 4.60 -0.88 3.51
H -4.89 -1.53 -4.33
C -1.90 1.80 -3.68
C 2.72 -0.80 1.34
C -1.39 -0.95 1.50
H -5.32 -3.59 -2.99
C -1.67 -2.65 -4.00
H 0.06 3.75 -3.74
H 0.18 2.44 -4.91
C 0.78 -0.35 -3.75
H 1.43 2.59 -3.61
H -1.44 -0.61 2.53
C 2.40 -0.36 2.63
C 4.98 -1.28 2.23
F 1.14 0.08 2.92
C -2.74 -1.81 -4.37
C -0.02 0.41 -2.72
C -0.60 2.37 -1.53
H -2.54 -0.92 -4.98
H -1.72 1.51 -4.73
C -0.82 -2.09 -0.43
H -0.83 -0.22 -2.32
H -2.36 2.79 -3.71
H 0.39 -2.66 -3.55
H 0.04 -2.66 1.57
Bi 1.59 -1.09 -0.60
H -2.02 2.58 1.51
H -1.12 -4.51 -3.09
F 2.93 0.06 4.93
C 3.31 -0.37 3.70
H -2.79 2.52 -1.10
F 6.21 -1.79 2.00
H 0.44 -0.89 -5.69
C 0.51 2.28 -0.64
H -3.04 0.21 0.55
H 0.67 2.18 1.59
F 4.51 -1.60 -0.07
H -3.41 -5.05 -2.30
H -2.62 1.09 -3.25
C -4.30 -3.33 -3.29
C -0.55 1.85 -2.96
C -2.27 -0.55 0.49
C 0.37 2.70 -3.85
C -0.47 -1.90 0.97
H -2.59 -1.32 -1.58
H 1.55 2.06 -0.92
N 0.05 -0.99 -4.74
C 0.05 2.35 0.69
H 0.05 -3.05 -5.28
H 0.74 0.51 -1.90
C -0.24 -2.42 -4.43
F 5.43 -1.05 4.56
C -3.24 -4.15 -2.90
*
```